{
  "formula": "C7H12N2",
  "method": "the ωB97M-V functional and the def2-TZVPD basis",
  "elements": ["C", "N", "N", "C", "C", "C", "C", "C", "C", "H", "H", "H", "H", "H", "H", "H", "H", "H", "H", "H", "H"],
  "xyz": [[-2.4965, 0.4800, 0.5672], [-1.3569, 0.7089, -0.3683], [-1.1242, -0.4161, -1.2232], [-0.3077, -1.3793, -0.5253], [0.4652, -0.6649, 0.5476], [1.9339, -0.6078, 0.3310], [2.1843, 0.6645, -0.4533], [1.1255, 1.4552, -0.4954], [0.0744, 0.8546, 0.3474], [-3.3436, 0.4009, -0.1687], [-2.5483, -0.3799, 1.4020], [-2.3447, 1.3595, 1.2617], [-0.6631, -0.1201, -2.0676], [0.5437, -1.9164, -1.2035], [-1.0988, -2.0878, -0.0514], [0.1820, -1.0405, 1.5541], [2.3708, -1.4847, -0.1660], [2.4199, -0.4792, 1.3193], [3.2311, 1.0189, -0.8097], [1.0091, 2.3898, -1.1180], [-0.2561, 1.2443, 1.3202]],
  "forces_ev_per_a": [[0.938, -0.079, 0.917], [2.487, -0.767, 0.469], [-0.771, 0.271, -0.705], [0.157, -2.632, -0.400], [-0.519, 1.474, 0.899], [2.109, 0.190, 0.611], [2.353, 0.695, -0.555], [-0.397, 1.030, -0.629], [-4.700, -1.810, 0.350], [0.301, 0.435, 1.544], [0.583, 0.944, -2.223], [-1.357, -0.421, -1.047], [0.011, 0.495, -0.053], [-2.704, 0.862, 1.161], [1.910, 0.456, -0.795], [0.293, 0.353, -0.592], [-0.048, 0.112, 0.226], [0.138, -0.325, -0.429], [-1.948, -1.057, 0.303], [0.201, -1.028, 1.203], [0.961, 0.800, -0.255]],
  "nbo_charge": [-0.45, -0.28, -0.50, -0.24, -0.27, -0.44, -0.15, -0.24, -0.10, 0.23, 0.16, 0.20, 0.36, 0.20, 0.20, 0.22, 0.21, 0.22, 0.22, 0.24, 0.21],
  "smiles": "CN1NC[C@H]2CC=C[C@H]21",
  "e_lumo_ev": 0.99,
  "homo_energy_ev": -8.8,
  "homo_lumo_gap_ha": 0.360,
  "total_charge": 0,
  "max_force_ev_per_a": 5.049,
  "de_lowest_kj_mol": 283.6,
  "energy_ha": -383.31520
}

{
  "formula": "C21H27IrNO2P2",
  "method": "the ωB97M-V functional and the def2-TZVPD basis",
  "elements": ["C", "C", "C", "C", "C", "C", "C", "C", "C", "C", "C", "C", "C", "H", "H", "H", "H", "H", "H", "H", "N", "Ir", "C", "H", "H", "C", "H", "H", "P", "P", "C", "H", "H", "H", "C", "H", "H", "H", "C", "H", "H", "H", "C", "H", "H", "H", "C", "O", "H", "C", "O", "H", "H", "H"],
  "xyz": [[-1.5273, 3.1867, -2.0380], [-1.2678, 1.9572, -1.4475], [0.0779, 1.5422, -1.2534], [1.1032, 2.3599, -1.7670], [0.8082, 3.5924, -2.3518], [-0.5044, 4.0314, -2.4618], [2.5225, 1.8621, -1.8715], [2.5820, 0.3619, -1.7520], [1.4733, -0.3775, -1.2931], [1.4614, -1.7879, -1.4781], [2.6053, -2.4071, -1.9668], [3.7412, -1.6830, -2.3277], [3.7083, -0.2965, -2.2461], [-2.5631, 3.4855, -2.1668], [1.6233, 4.1975, -2.7582], [-0.7313, 5.0032, -2.9017], [2.8271, 2.0684, -2.9088], [2.5829, -3.4873, -2.0890], [4.6254, -2.2004, -2.7091], [4.5585, 0.2963, -2.5913], [0.4161, 0.3095, -0.6672], [-0.2458, -0.2470, 1.1825], [-2.4252, 1.0978, -0.9877], [-2.4834, 0.1214, -1.4940], [-3.3671, 1.6401, -1.1336], [0.2512, -2.6264, -1.1349], [-0.6497, -2.3501, -1.6979], [0.4709, -3.6826, -1.3218], [-2.2291, 0.8435, 0.8107], [-0.0959, -2.4428, 0.6549], [1.2399, -3.3777, 1.4810], [1.2148, -3.1613, 2.5580], [1.1452, -4.4642, 1.3307], [2.2192, -3.0626, 1.1000], [-1.6758, -3.1815, 1.1311], [-1.6003, -4.2728, 1.2391], [-1.9740, -2.7298, 2.0908], [-2.4431, -2.9385, 0.3836], [-2.0879, 2.5228, 1.5189], [-2.9822, 3.1170, 1.2773], [-1.9714, 2.4320, 2.6090], [-1.2037, 3.0331, 1.1055], [-3.6190, -0.0227, 1.5516], [-3.4043, -0.1319, 2.6258], [-4.5372, 0.5591, 1.3933], [-3.7104, -1.0149, 1.0885], [1.5482, -0.2488, 1.7564], [2.6838, -0.1899, 2.0083], [3.2178, 2.4116, -1.2693], [-0.2283, 0.0725, 4.2831], [-0.9520, -0.0203, 3.0856], [-0.9777, 0.4404, 4.9969], [0.6178, 0.7829, 4.2218], [0.1320, -0.9227, 4.6018]],
  "forces_ev_per_a": [[-0.251, -0.342, 0.285], [-0.119, 0.034, 0.385], [0.299, 0.047, -0.120], [0.544, 0.451, -0.647], [-0.097, 0.102, 0.109], [0.351, -0.015, -0.031], [-1.039, -0.689, -0.684], [0.343, 0.065, -0.249], [0.445, 0.139, -0.184], [0.163, 0.242, 0.437], [-0.287, -0.096, 0.026], [0.071, 0.178, -0.027], [0.058, -0.229, 0.059], [0.104, -0.005, -0.038], [-0.262, -0.196, 0.193], [0.043, -0.323, 0.091], [0.040, 0.099, 0.218], [0.092, 0.146, -0.046], [-0.343, 0.206, 0.143], [-0.251, -0.193, 0.114], [0.277, 0.601, -3.669], [-0.363, -1.134, -2.317], [0.046, -0.080, 0.239], [0.025, 0.309, 0.092], [0.078, -0.197, -0.098], [-0.102, 0.051, 0.293], [0.202, 0.021, 0.051], [-0.118, 0.110, -0.059], [-0.773, 2.034, 0.232], [0.259, -2.108, -0.044], [-0.018, -0.020, 0.238], [-0.016, -0.138, -0.259], [-0.131, 0.352, -0.031], [-0.242, 0.038, -0.007], [-0.324, -0.313, 0.068], [-0.075, 0.265, -0.049], [0.081, -0.329, -0.268], [0.201, -0.114, 0.137], [-0.297, 0.006, 0.023], [0.202, -0.097, 0.160], [-0.126, 0.083, -0.368], [-0.316, -0.264, 0.116], [-0.166, -0.131, 0.056], [-0.200, 0.044, -0.411], [0.101, -0.203, 0.063], [-0.136, 0.294, 0.168], [4.834, 2.035, 3.304], [-2.405, -0.802, -1.351], [0.394, 0.176, 0.702], [-0.991, 0.723, 0.777], [-0.317, -0.580, 2.312], [0.660, -0.125, 0.328], [-0.163, -0.395, -0.182], [0.015, 0.264, -0.282]],
  "mulliken_spin": [-0.01, 0.02, 0.11, 0.10, -0.05, 0.10, -0.02, 0.12, 0.03, 0.06, -0.02, 0.08, -0.05, 0.00, 0.00, 0.00, 0.02, 0.00, 0.00, 0.00, 0.50, 1.85, 0.03, 0.00, 0.01, 0.03, 0.01, 0.01, 0.33, 0.25, 0.03, 0.00, 0.01, 0.00, -0.02, 0.01, 0.01, 0.00, 0.00, 0.02, 0.00, 0.00, 0.04, 0.01, 0.02, -0.01, 0.39, 0.10, 0.02, -0.01, 0.78, 0.01, 0.03, 0.07],
  "spin_multiplicity": 6,
  "e_lumo_ev": [-5.25, -9.93],
  "homo_energy_ev": [-11.8, -14.9],
  "homo_lumo_gap_ha": [0.239, 0.182],
  "total_charge": 2,
  "max_force_ev_per_a": 6.199,
  "de_lowest_kj_mol": 0.0,
  "energy_ha": -1807.97499
}